The following is a quantum chemistry calculation of C40H26BrCaClF7N2O4PSSb as an isolated structure, from the OMol25 dataset.

Each line ends with the Löwdin charge.
Positions of all 85 atoms, in Å:
Ca (-0.9041, 1.8651, -0.0602)  0.784
F (3.4260, 7.5277, -2.3784)  0.167
C (3.1233, 6.2992, -2.0061)  -0.125
C (4.0900, 5.4829, -1.4519)  -0.127
F (5.3237, 5.9307, -1.2981)  0.160
C (3.7582, 4.1912, -1.0708)  -0.203
F (4.7361, 3.4333, -0.5860)  0.127
C (2.4732, 3.6877, -1.2030)  -0.316
P (1.9997, 2.0247, -0.6113)  1.023
C (2.6014, 0.9063, -1.9116)  -0.365
C (2.5417, -0.4674, -1.6630)  -0.123
C (2.8923, -1.3757, -2.6463)  -0.065
C (3.3037, -0.9198, -3.8927)  -0.061
C (3.3672, 0.4411, -4.1469)  -0.060
C (3.0161, 1.3545, -3.1609)  -0.071
C (2.9808, 1.6577, 0.8705)  -0.389
C (2.4537, 2.0879, 2.0883)  -0.098
C (3.1008, 1.7831, 3.2768)  -0.061
C (4.2635, 1.0271, 3.2528)  -0.074
C (4.7854, 0.5846, 2.0432)  -0.061
C (4.1500, 0.9002, 0.8527)  -0.092
C (1.5209, 4.5294, -1.7895)  -0.549
Br (-0.2485, 3.9595, -2.1722)  0.866
C (1.8352, 5.8134, -2.1861)  -0.258
F (0.9306, 6.6038, -2.7480)  0.102
H (2.2426, -0.8309, -0.6861)  0.074
H (2.8406, -2.4376, -2.4419)  0.112
H (3.5778, -1.6275, -4.6637)  0.112
H (3.6918, 0.7971, -5.1155)  0.112
H (3.0666, 2.4151, -3.3732)  0.106
H (1.5377, 2.6686, 2.1143)  0.087
H (2.6905, 2.1264, 4.2169)  0.115
H (4.7668, 0.7818, 4.1791)  0.113
H (5.6961, 0.0003, 2.0264)  0.114
H (4.5673, 0.5647, -0.0880)  0.112
O (-2.9761, 2.9610, 1.3474)  -0.397
Cl (-1.8125, 3.1433, 2.2231)  0.656
O (-1.2167, 1.8071, 2.3748)  -0.451
O (-2.1505, 3.7269, 3.4528)  -0.221
O (-0.8487, 3.9253, 1.4557)  -0.400
S (-2.7473, 1.0501, -1.9372)  0.551
C (-4.3222, 0.7286, -1.3566)  -0.778
N (-4.7274, 1.1412, -0.1251)  0.109
C (-5.9735, 0.9356, 0.3422)  -0.031
C (-6.8820, 0.2953, -0.4436)  -0.017
C (-6.4207, -0.1170, -1.7004)  -0.080
N (-5.1950, 0.0819, -2.1411)  0.088
H (-4.0733, 1.6573, 0.4584)  0.091
H (-6.1799, 1.3067, 1.3361)  0.150
H (-7.8897, 0.1110, -0.1077)  0.122
H (-7.0850, -0.6389, -2.3809)  0.127
F (0.1433, -5.4810, -4.1268)  0.079
C (-0.0206, -4.5811, -3.1472)  -0.277
C (0.3039, -4.9448, -1.8531)  0.005
C (0.1316, -4.0113, -0.8423)  -0.100
C (-0.3548, -2.7381, -1.1316)  -0.404
C (-0.6637, -2.4024, -2.4481)  -0.135
C (-0.5031, -3.3274, -3.4696)  0.003
Sb (-0.6303, -1.2987, 0.3895)  1.482
C (0.3695, -2.1728, 2.0320)  -0.391
C (-0.1560, -3.2696, 2.7145)  -0.118
C (0.5297, -3.8363, 3.7772)  0.007
C (1.7453, -3.2871, 4.1421)  -0.271
F (2.4144, -3.8299, 5.1683)  0.081
C (2.2941, -2.1989, 3.4933)  0.008
C (1.5933, -1.6407, 2.4346)  -0.115
C (-2.6400, -1.7210, 0.9423)  -0.393
C (-3.4976, -2.3836, 0.0676)  -0.105
C (-4.8348, -2.5660, 0.3924)  -0.007
C (-5.2931, -2.0665, 1.5960)  -0.297
F (-6.5948, -2.2188, 1.9030)  0.067
C (-4.4730, -1.4048, 2.4896)  -0.007
C (-3.1380, -1.2297, 2.1489)  -0.121
H (0.6815, -5.9384, -1.6545)  0.126
H (0.3928, -4.2828, 0.1737)  0.095
H (-1.0412, -1.4150, -2.6911)  0.073
H (-0.7411, -3.0908, -4.4976)  0.126
H (-1.1130, -3.6876, 2.4230)  0.107
H (0.1415, -4.6871, 4.3200)  0.126
H (3.2435, -1.7992, 3.8211)  0.115
H (2.0152, -0.7740, 1.9353)  0.070
H (-3.1250, -2.7689, -0.8746)  0.103
H (-5.5154, -3.0908, -0.2649)  0.128
H (-4.8771, -1.0472, 3.4276)  0.127
H (-2.4853, -0.7092, 2.8418)  0.102

LUMO level in eV: -3.171
Electronic energy in hartree: -7340.6560
ΔE to the lowest compared entry with this formula, charge and spin in kcal/mol: 3.38
Kohn-Sham gap in Ha: 0.297
Charge: +1